[1]
The following is a DFT calculation (the ωB97M-V functional and the def2-TZVPD basis) of a molecular structure, C33H68F3IN6O9P2S2.

gap between HOMO and LUMO = 8.25 eV
electronic energy = -4380.20843 a.u.

CARTESIAN COORDINATES (ANGSTROEM)
C: -3.0086 -0.7872 -4.8868
C: -2.2405 -0.7746 -3.5670
O: -1.0140 -1.5171 -3.6650
C: 0.0483 -1.1188 -2.8532
P: -0.4073 -1.8611 -1.1675
S: -1.8325 -1.0285 -0.1359
C: 1.2380 -2.0456 -3.1407
O: 1.3018 -3.0729 -3.7589
O: 2.2844 -1.4329 -2.4252
C: 2.2543 -0.1092 -2.9426
I: 3.2758 -0.4638 -4.9600
P: 3.3914 1.0661 -2.0160
C: 5.0391 0.2875 -2.1730
C: 3.4550 2.6657 -2.9429
C: 4.4256 2.8420 -4.1115
C: 0.7148 0.2691 -2.9864
C: 0.4612 0.9816 -4.3682
C: 0.0392 0.1560 -5.5954
C: 0.5489 0.8024 -6.8938
S: 0.7447 -0.3717 -8.2594
C: 0.2696 1.4061 -1.9998
C: 0.3146 1.4560 -0.4547
C: 1.3428 0.8424 0.4683
F: 0.7408 0.6317 1.6876
F: 2.3703 1.7074 0.7302
F: 1.8708 -0.3386 0.0990
H: -2.9236 0.1752 -5.3765
H: -2.6262 -1.5612 -5.5423
H: -4.0564 -0.9591 -4.6910
H: -2.8752 -1.2783 -2.8457
H: -2.1385 0.2447 -3.2125
H: 0.7323 -2.1971 -0.4267
H: -0.8790 -3.1202 -1.5592
H: 5.5854 0.6175 -1.2944
H: 4.9308 -0.7874 -2.1371
H: 5.5930 0.6102 -3.0441
H: 2.4701 2.9871 -3.2591
H: 3.7532 3.3709 -2.1725
H: 5.4444 2.5857 -3.8542
H: 4.1122 2.3275 -5.0074
H: 4.4432 3.9002 -4.3663
H: -0.3208 1.7243 -4.2339
H: 1.3362 1.5680 -4.6145
H: -1.0362 0.1527 -5.6805
H: 0.3715 -0.8695 -5.5599
H: 1.4931 1.3120 -6.7447
H: -0.1698 1.5416 -7.2291
H: 1.0530 -1.4670 -7.5561
H: 0.7514 2.2992 -2.3755
H: -0.7786 1.5536 -2.2300
H: -0.6433 1.1445 -0.0694
H: 0.3485 2.5102 -0.1919
C: -5.1979 -4.3958 -3.8398
O: -5.4885 -3.2766 -3.4575
N: -3.9560 -4.9078 -3.8111
C: -3.6504 -6.2448 -4.2782
C: -2.8942 -4.0659 -3.2879
H: -5.9474 -5.0927 -4.2501
H: -3.2291 -6.8420 -3.4672
H: -2.9293 -6.2037 -5.0966
H: -4.5571 -6.7284 -4.6344
H: -3.1269 -3.7874 -2.2567
H: -2.8276 -3.1617 -3.8793
H: -1.9422 -4.5896 -3.3225
C: -0.9847 3.5368 5.4008
O: -1.3563 4.5232 6.0130
N: 0.2705 3.3217 4.9894
C: 0.6506 2.1357 4.2470
C: 1.2814 4.3235 5.2890
H: -1.6791 2.7255 5.1219
H: 1.4161 1.5828 4.7968
H: 1.0513 2.4288 3.2788
H: -0.2112 1.4908 4.0920
H: 1.3673 4.4586 6.3675
H: 1.0026 5.2786 4.8435
H: 2.2373 4.0017 4.8853
C: -1.2617 7.1780 2.1313
O: -0.3571 6.3627 2.1316
N: -2.4453 7.0055 2.7392
C: -3.4890 8.0080 2.6983
C: -2.6737 5.7620 3.4629
H: -1.1790 8.1484 1.6121
H: -3.7359 8.3377 3.7092
H: -4.3882 7.5999 2.2321
H: -3.1553 8.8680 2.1214
H: -1.9325 5.6503 4.2479
H: -2.5747 4.9203 2.7736
H: -3.6688 5.7616 3.8989
C: 4.8950 -1.0700 4.6986
O: 5.8020 -1.1712 5.5012
N: 3.6431 -1.5183 4.8951
C: 2.6085 -1.3737 3.8906
C: 3.3243 -2.1692 6.1590
H: 5.0313 -0.5925 3.7121
H: 1.7862 -0.7863 4.3030
H: 2.2341 -2.3568 3.5967
H: 2.9995 -0.8664 3.0111
H: 3.5005 -1.4855 6.9882
H: 3.9608 -3.0377 6.3031
H: 2.2824 -2.4776 6.1581
C: -6.3408 0.2654 -3.8103
O: -6.1575 0.8144 -4.8803
N: -7.5073 0.2467 -3.1461
C: -7.6541 -0.4365 -1.8765
C: -8.6505 0.9277 -3.7287
H: -5.5402 -0.2771 -3.2796
H: -8.4108 -1.2192 -1.9540
H: -7.9536 0.2696 -1.0988
H: -6.7094 -0.8947 -1.5933
H: -8.8821 0.5050 -4.7066
H: -8.4303 1.9872 -3.8625
H: -9.5098 0.8160 -3.0730
C: 4.3760 -5.1190 8.1836
O: 4.0141 -4.0577 8.6501
N: 5.6529 -5.5371 8.1538
C: 6.0368 -6.8123 7.5846
C: 6.6770 -4.6669 8.7116
H: 3.6727 -5.8379 7.7277
H: 6.5191 -7.4353 8.3405
H: 6.7317 -6.6634 6.7558
H: 5.1562 -7.3321 7.2136
H: 6.4730 -4.4754 9.7651
H: 6.6830 -3.7108 8.1876
H: 7.6486 -5.1428 8.6104


[2]
The following is a DFT calculation (the ωB97M-V functional and the def2-TZVPD basis) of a molecular structure, C23H64Br2O13V.

gap between HOMO and LUMO (spin up / spin down) = 7.60 / 8.58 eV
multiplicity = 4
electronic energy = -7984.94377 a.u.

CARTESIAN COORDINATES (ANGSTROEM)
V: -19.7125 7.4630 15.6881
C: -18.8810 9.8358 15.1525
O: -18.0434 10.7129 14.7998
O: -18.9985 9.3633 16.3629
O: -19.5179 9.1018 14.2990
Br: -23.5145 12.1513 14.0258
C: -21.5927 12.2816 14.4026
C: -21.2340 13.2977 15.4586
Br: -21.9233 15.0813 15.0471
H: -21.1135 12.5569 13.4668
H: -21.2204 11.2938 14.6735
H: -20.1481 13.3823 15.5114
H: -21.5711 13.0329 16.4581
C: -13.8777 9.2752 17.5563
C: -15.0300 9.5737 16.6261
O: -16.2457 9.5598 17.3649
H: -13.7470 10.0279 18.3380
H: -12.9288 9.3000 17.0145
H: -14.0000 8.3092 18.0488
H: -15.0855 8.7902 15.8609
H: -14.8470 10.5403 16.1461
H: -16.9437 9.9395 16.8125
C: -15.8644 5.3562 14.2832
C: -16.7341 5.9740 15.3758
O: -17.6078 6.9725 14.8629
H: -16.4316 5.3138 13.3540
H: -15.5466 4.3636 14.6019
H: -14.9685 5.9536 14.1157
H: -16.1138 6.4442 16.1444
H: -17.3590 5.1993 15.8191
H: -17.1409 7.6882 14.3741
C: -23.7134 8.6568 15.3605
C: -22.5697 8.5836 16.3489
O: -21.8334 7.3682 16.2366
H: -24.4279 7.8534 15.5561
H: -23.3332 8.5965 14.3399
H: -24.2495 9.6010 15.4369
H: -22.9609 8.7610 17.3574
H: -21.8742 9.4125 16.2096
H: -22.3446 6.6178 16.5501
C: -19.0881 14.2570 11.7532
C: -18.4483 13.2977 12.7382
O: -18.9545 11.9874 12.4640
H: -18.9129 15.3002 12.0139
H: -20.1527 14.0672 11.6443
H: -18.5818 14.1054 10.7943
H: -18.7437 13.5604 13.7618
H: -17.3562 13.3146 12.7369
H: -18.6815 11.4061 13.1979
C: -20.7958 12.0992 19.6433
C: -20.7154 10.9849 18.6086
O: -19.5804 10.1763 18.9061
H: -19.8512 12.6291 19.7467
H: -21.1691 11.8046 20.6258
H: -21.5328 12.8548 19.3302
H: -20.5821 11.4836 17.6440
H: -21.6218 10.3718 18.6535
H: -19.1603 9.9613 18.0520
C: -20.5873 7.1472 19.5027
C: -19.9902 6.0930 18.5951
O: -19.1015 6.6406 17.6048
H: -21.1290 7.9314 18.9823
H: -19.8179 7.6037 20.1255
H: -21.2463 6.6221 20.2034
H: -20.7618 5.5185 18.0846
H: -19.4051 5.4006 19.2080
H: -18.3104 7.0238 18.0040
C: -15.9418 10.6080 11.6554
C: -16.4800 9.2482 12.1093
O: -16.2152 8.9969 13.4979
H: -16.7639 11.3045 11.4855
H: -15.4654 10.4795 10.6808
H: -15.2260 11.0205 12.3609
H: -15.9244 8.4663 11.5882
H: -17.5459 9.1194 11.9052
H: -16.7250 9.6392 14.0300
C: -21.0243 6.5584 12.7014
C: -20.1844 5.4158 13.2331
O: -20.2006 5.4851 14.6813
H: -22.0661 6.2405 12.8135
H: -20.8588 6.7541 11.6440
H: -20.9019 7.4969 13.2409
H: -19.1394 5.5197 12.9300
H: -20.5782 4.4644 12.8802
H: -19.9305 4.6342 15.0392
C: -21.7038 10.0940 11.6351
C: -20.7381 9.7929 10.5030
O: -20.0901 10.9617 10.0604
H: -22.3760 10.8976 11.3307
H: -21.1723 10.3061 12.5614
H: -22.3735 9.2516 11.8570
H: -21.2714 9.3008 9.6881
H: -19.9885 9.0742 10.8708
H: -19.5849 11.3392 10.7989
C: -17.2485 14.4894 17.6558
C: -17.2511 13.0687 17.1419
O: -16.9576 13.0569 15.7520
H: -16.3289 14.9870 17.3326
H: -17.2364 14.5117 18.7476
H: -18.0655 15.1198 17.3009
H: -18.2136 12.5843 17.3578
H: -16.4777 12.5042 17.6794
H: -17.2980 12.2105 15.4081